Here is C18H20Cl3GeO5Re as an isolated structure from the Open Molecules 2025 dataset. Energies are from the ωB97M-V functional and the def2-TZVPD basis.

multiplicity = 3
E_tot = -4609.9288 Eh
largest force on an atom = 1.300 eV/Å
LUMO energy (spin up / spin down) = -1.66 / -1.69 eV
HOMO level (spin up / spin down) = -8.39 / -8.88 eV

Each line ends with the Mulliken charge.
Atoms and positions in Å:
H 0.2247 -3.9998 -0.3230  0.353
C 1.7570 0.2190 2.8048  -2.241
O 0.9114 -0.0119 -1.2770  0.148
O -0.6694 1.9033 -1.9895  -0.944
C -1.2902 2.8270 0.4693  -0.589
C 0.8901 0.3119 -4.9332  0.367
H -1.5926 3.5965 -0.2448  0.383
C -1.3827 -1.3884 0.3150  1.135
H -3.1286 1.1968 1.7010  0.465
O 2.0887 -1.4669 -3.7078  -0.588
H 1.5850 1.2589 3.0703  0.359
H -2.0026 1.1963 3.3666  0.442
H 2.7350 0.1584 2.3375  0.551
C 0.9205 -1.4356 1.0784  0.508
C -0.9364 1.1403 3.1693  -2.057
H -0.5628 2.1533 3.0270  0.335
C -0.0283 1.2190 -2.9518  1.210
Cl 2.2708 3.6692 -1.7587  -0.306
H -0.4618 0.7551 4.0712  0.432
C 0.6727 -0.3206 1.9060  1.412
H -3.4484 -1.9297 -0.0045  0.490
C -1.6605 -0.3171 1.1838  0.867
Re -0.2689 1.3383 -0.1479  0.933
H 1.2496 -2.8251 -1.1555  0.566
H -2.6100 -1.4520 -1.4749  0.356
Ge 1.9527 2.4795 0.0016  0.743
H -1.6229 3.0634 1.4804  0.313
H 2.8672 -1.6249 0.2010  0.340
H -0.4317 -2.9748 -1.5971  0.606
Cl 2.1431 3.8083 1.7032  -0.343
C 1.4020 -0.4810 -3.7010  -0.451
C -0.6306 0.2097 2.0090  1.124
H 2.2202 -3.1279 0.8512  0.415
C -2.4933 -1.9768 -0.5220  -2.254
C -0.0891 -1.9385 0.2639  1.582
C -3.0832 0.1912 1.2988  -2.704
H 1.7941 -0.3607 3.7326  0.458
C -0.0972 1.3893 -4.4032  0.138
H -3.6696 -0.4616 1.9527  0.426
C 2.2878 -2.0555 1.0224  -2.249
O -0.7632 2.1316 -5.0710  -0.583
O 1.2094 0.1440 -6.0687  -0.507
H -2.2999 -3.0211 -0.7490  0.475
C 0.2525 -2.9946 -0.7536  -2.714
H 2.8440 -1.8996 1.9436  0.476
H -3.5771 0.2125 0.3302  0.534
Cl 3.7316 1.2716 0.1090  -0.331
C 0.7908 0.2196 -2.5655  -0.085